Entry 1:
{"formula": "C46H40FeN5P2S", "method": "ωB97M-V/def2-TZVPD", "homo_lumo_gap_ha": [0.204, 0.250], "s_squared": 8.80, "total_energy_ev": -119599.3945, "spin_multiplicity": 6, "species": ["Fe", "C", "C", "C", "C", "C", "N", "C", "C", "C", "C", "C", "C", "C", "N", "C", "C", "C", "N", "C", "C", "N", "C", "C", "C", "N", "H", "H", "H", "H", "H", "H", "H", "H", "H", "H", "H", "H", "H", "H", "H", "H", "H", "H", "S", "C", "C", "P", "C", "C", "C", "C", "C", "C", "C", "C", "C", "C", "C", "C", "P", "C", "C", "C", "C", "C", "C", "C", "C", "C", "C", "C", "C", "H", "H", "H", "H", "H", "H", "H", "H", "H", "H", "H", "H", "H", "H", "H", "H", "H", "H", "H", "H", "H", "H"], "coordinates": [[2.113, -0.306, -0.695], [-1.462, -3.924, -5.164], [-0.692, -3.498, -3.939], [-1.178, -3.709, -2.651], [-0.467, -3.303, -1.538], [0.786, -2.677, -1.628], [1.518, -2.268, -0.503], [1.772, -3.211, 0.482], [1.654, -4.593, 0.199], [1.838, -5.590, 1.133], [2.233, -5.290, 2.432], [2.470, -6.365, 3.467], [2.447, -3.956, 2.711], [2.225, -2.919, 1.795], [2.438, -1.612, 2.350], [2.204, -1.300, 3.669], [2.950, -0.203, 4.012], [3.679, 0.169, 2.886], [3.362, -0.692, 1.863], [1.250, -2.454, -2.930], [0.525, -2.849, -4.051], [2.513, -1.815, -3.159], [3.496, -2.256, -3.963], [4.446, -1.262, -4.050], [3.956, -0.232, -3.244], [2.781, -0.559, -2.717], [-2.316, -4.546, -4.895], [-0.830, -4.493, -5.849], [-1.837, -3.055, -5.714], [-2.143, -4.191, -2.516], [-0.869, -3.495, -0.550], [1.401, -4.882, -0.809], [1.693, -6.626, 0.838], [1.777, -7.197, 3.329], [2.340, -5.974, 4.477], [3.485, -6.768, 3.398], [2.830, -3.688, 3.691], [1.497, -1.869, 4.246], [2.953, 0.291, 4.972], [4.374, 0.969, 2.698], [0.933, -2.625, -5.034], [3.451, -3.243, -4.395], [5.377, -1.289, -4.591], [4.397, 0.724, -3.016], [4.877, 0.411, 0.015], [3.721, -0.677, 0.555], [-0.283, 2.874, -0.037], [0.292, 1.094, 0.000], [-0.792, 0.479, -1.355], [-2.054, -0.093, -1.208], [-2.817, -0.399, -2.324], [-2.340, -0.130, -3.599], [-1.085, 0.439, -3.760], [-0.315, 0.734, -2.643], [-0.381, 0.450, 1.565], [-0.285, 1.237, 2.712], [-0.752, 0.764, 3.929], [-1.307, -0.505, 4.015], [-1.349, -1.318, 2.890], [-0.872, -0.851, 1.674], [-2.119, 3.181, 0.040], [-2.182, 4.805, -0.814], [-3.459, 5.225, -1.198], [-3.646, 6.444, -1.833], [-2.552, 7.256, -2.109], [-1.280, 6.845, -1.742], [-1.095, 5.627, -1.099], [-2.362, 3.760, 1.771], [-1.681, 4.839, 2.333], [-1.934, 5.225, 3.641], [-2.883, 4.546, 4.399], [-3.579, 3.484, 3.843], [-3.317, 3.094, 2.534], [0.055, 3.226, -1.013], [0.246, 3.449, 0.724], [-2.452, -0.287, -0.222], [-3.797, -0.845, -2.195], [-2.947, -0.362, -4.466], [-0.699, 0.648, -4.751], [0.665, 1.179, -2.775], [0.144, 2.232, 2.660], [-0.688, 1.395, 4.808], [-1.686, -0.869, 4.964], [-1.744, -2.326, 2.960], [-0.871, -1.500, 0.807], [-4.310, 4.583, -0.993], [-4.642, 6.755, -2.124], [-2.692, 8.204, -2.613], [-0.425, 7.476, -1.955], [-0.092, 5.325, -0.819], [-0.955, 5.389, 1.744], [-1.398, 6.064, 4.070], [-3.079, 4.850, 5.420], [-4.321, 2.952, 4.427], [-3.853, 2.256, 2.099]], "lowdin_spin": [3.53, 0.00, 0.00, 0.00, 0.01, 0.01, 0.07, 0.01, 0.00, 0.00, 0.00, 0.00, 0.01, 0.02, 0.10, 0.16, 0.02, 0.22, 0.05, 0.01, 0.00, 0.01, 0.01, 0.00, 0.01, 0.02, 0.00, 0.00, 0.00, 0.00, 0.00, 0.00, 0.00, 0.00, 0.00, 0.00, 0.00, 0.01, 0.00, 0.02, 0.00, 0.00, 0.00, 0.00, 0.29, 0.34, 0.00, 0.02, 0.01, 0.00, 0.00, 0.00, 0.00, 0.01, 0.00, 0.00, 0.00, 0.00, 0.00, 0.00, 0.00, 0.00, 0.00, 0.00, 0.00, 0.00, 0.00, 0.00, 0.00, 0.00, 0.00, 0.00, 0.00, 0.00, 0.00, 0.00, 0.00, 0.00, 0.00, 0.00, 0.00, 0.00, 0.00, 0.00, 0.00, 0.00, 0.00, 0.00, 0.00, 0.00, 0.00, 0.00, 0.00, 0.00, 0.00]}

Entry 2:
{"formula": "C46H41Br2N4O4PPr", "method": "ωB97M-V/def2-TZVPD", "homo_lumo_gap_ha": [0.205, 0.205], "s_squared": 2.00, "total_energy_ev": -225955.6421, "de_lowest_kcal_mol": 5.6, "spin_multiplicity": 3, "charge": 1, "species": ["Pr", "C", "C", "C", "C", "C", "Br", "N", "C", "H", "H", "H", "H", "H", "H", "O", "C", "O", "C", "C", "C", "C", "C", "C", "P", "C", "C", "C", "C", "C", "C", "C", "C", "C", "C", "C", "C", "H", "H", "H", "H", "H", "H", "H", "H", "H", "H", "H", "H", "H", "H", "C", "O", "C", "C", "C", "Br", "C", "C", "C", "O", "C", "N", "C", "C", "C", "C", "C", "C", "N", "H", "H", "H", "H", "H", "H", "H", "H", "H", "H", "H", "N", "C", "C", "C", "C", "C", "C", "H", "H", "H", "H", "H", "H", "H", "C", "H", "H", "H"], "coordinates": [[1.102, -0.243, 0.985], [-0.904, 1.221, 7.439], [-0.261, 0.242, 6.434], [0.152, -1.028, 6.806], [0.774, -1.852, 5.898], [0.958, -1.381, 4.571], [1.984, -2.453, 3.331], [0.455, -0.229, 4.160], [-0.072, 0.610, 5.083], [-1.990, 0.991, 7.589], [-0.867, 2.218, 7.043], [-0.452, 1.074, 8.445], [0.030, -1.343, 7.878], [1.219, -2.885, 6.128], [-0.299, 1.588, 4.688], [1.190, -1.619, -1.174], [2.470, -1.794, -1.001], [2.971, -1.643, 0.179], [3.378, -2.027, -2.110], [4.690, -2.416, -1.902], [5.486, -2.876, -2.948], [4.909, -3.001, -4.215], [3.648, -2.494, -4.444], [2.883, -1.886, -3.443], [1.249, -1.230, -3.883], [0.432, -2.594, -4.757], [-0.307, -3.552, -4.027], [-0.861, -4.628, -4.721], [-0.659, -4.810, -6.066], [-0.086, -3.792, -6.822], [0.588, -2.742, -6.191], [1.773, -0.062, -5.167], [0.800, 0.564, -5.981], [1.218, 1.431, -6.977], [2.544, 1.731, -7.253], [3.513, 1.230, -6.370], [3.114, 0.417, -5.291], [5.136, -2.520, -0.888], [6.453, -3.312, -2.700], [5.494, -3.487, -4.953], [3.159, -2.441, -5.422], [-0.428, -3.358, -2.942], [-1.473, -5.419, -4.183], [-0.926, -5.755, -6.603], [-0.045, -3.962, -7.874], [1.180, -2.024, -6.741], [-0.256, 0.321, -5.936], [0.455, 1.861, -7.611], [2.884, 2.299, -8.119], [4.541, 1.419, -6.515], [3.872, 0.083, -4.561], [3.576, 1.751, 2.138], [2.142, 1.617, 2.159], [1.356, 2.754, 2.396], [1.966, 3.950, 2.737], [1.021, 4.982, 2.905], [1.738, 6.627, 3.392], [-0.378, 4.815, 2.828], [-0.962, 3.632, 2.370], [-0.051, 2.554, 2.206], [-0.454, 1.433, 1.675], [-2.388, 3.554, 2.260], [-3.057, 2.396, 2.012], [-4.421, 2.628, 1.964], [-5.540, 1.986, 1.361], [-6.686, 2.731, 1.031], [-6.746, 4.060, 1.435], [-5.777, 4.737, 2.149], [-4.599, 4.011, 2.313], [-3.269, 4.525, 2.564], [3.844, 2.526, 1.359], [3.998, 0.774, 1.867], [3.860, 2.066, 3.135], [3.046, 4.118, 2.692], [-0.939, 5.706, 3.130], [-2.566, 1.597, 1.646], [-5.349, 1.011, 1.052], [-7.489, 2.317, 0.450], [-7.661, 4.578, 1.190], [-5.794, 5.767, 2.327], [-3.107, 5.477, 2.775], [-1.183, -1.238, 0.289], [-1.660, -2.248, 1.233], [-2.160, -1.827, 2.483], [-2.802, -2.740, 3.319], [-2.822, -4.116, 2.966], [-2.265, -4.547, 1.733], [-1.663, -3.606, 0.887], [-1.877, -0.533, 0.086], [-0.926, -1.683, -0.580], [-2.087, -0.745, 2.737], [-3.321, -2.379, 4.215], [-3.278, -4.859, 3.573], [-2.412, -5.628, 1.390], [-1.249, -4.048, -0.015], [0.979, 1.571, -0.980], [0.897, 2.499, -0.480], [0.023, 1.325, -1.419], [1.671, 1.678, -1.825]], "lowdin_spin": [2.04, 0.00, 0.00, 0.00, 0.00, 0.00, 0.00, 0.00, 0.00, 0.00, 0.00, 0.00, 0.00, 0.00, 0.00, 0.00, 0.00, 0.00, 0.00, 0.00, 0.00, 0.00, 0.00, 0.00, 0.00, 0.00, 0.00, 0.00, 0.00, 0.00, 0.00, 0.00, 0.00, 0.00, 0.00, 0.00, 0.00, 0.00, 0.00, 0.00, 0.00, 0.00, 0.00, 0.00, 0.00, 0.00, 0.00, 0.00, 0.00, 0.00, 0.00, 0.00, 0.00, 0.00, 0.00, 0.00, 0.00, 0.00, 0.00, 0.00, 0.00, 0.00, 0.00, 0.00, 0.00, 0.00, 0.00, 0.00, 0.00, 0.00, 0.00, 0.00, 0.00, 0.00, 0.00, 0.00, 0.00, 0.00, 0.00, 0.00, 0.00, 0.00, 0.00, 0.00, 0.00, 0.00, 0.00, 0.00, 0.00, 0.00, 0.00, 0.00, 0.00, 0.00, 0.00, -0.01, 0.00, 0.00, 0.00]}